25
Properties=species:S:1:pos:R:3:forces:R:3:mulliken_charge:R:1 method="wB97M-V/def2-TZVPD" molar_mass_g_mol=151.2 charge=+1 de_lowest_ev=4.2887 energy_ha=-534.3881 multiplicity=1 max_force_ev_per_a=11.43 gap_ev=8.3
O -0.254 -3.273 -1.409 7.9181 -3.0527 7.6588 -0.5864
O 3.490 -0.117 0.075 -0.4599 1.4261 -1.4031 -0.6277
O -1.535 -0.009 -2.143 -1.9518 1.7827 -1.1476 -0.5417
N -2.246 2.195 2.180 6.1864 1.2181 -1.3939 -0.4637
N 0.595 -0.884 -1.653 -0.3004 1.6557 -0.2043 -0.3251
C 0.281 0.173 0.682 0.2242 -4.4037 0.1565 -0.5034
C -1.041 0.903 -1.515 1.8303 -5.7084 1.3755 -0.1562
C 0.238 0.347 -0.796 1.9359 3.7296 -2.9177 0.4988
C -0.305 1.118 1.560 -0.5721 1.0044 0.4645 -0.6461
C -1.595 0.993 1.861 0.4296 3.4851 0.3925 -0.0870
H 1.574 -0.966 -1.816 1.2748 0.1657 0.2381 0.3522
H 0.133 -0.757 -2.588 0.3782 -0.1819 1.1398 0.4126
H 0.383 1.934 1.891 -1.2758 -0.2544 -0.3921 0.2482
H 0.278 -1.802 -1.306 -0.2384 -0.0767 0.4259 0.3271
H -3.024 2.105 2.627 -5.9954 -0.5383 3.5255 0.2013
H -0.907 -3.210 -1.920 -8.6422 0.5834 -6.6773 0.2302
H -0.155 -0.886 0.843 0.6329 1.2990 0.1387 0.2506
H 3.710 0.730 0.479 0.1138 0.0034 -0.1485 0.3146
H 1.275 0.211 1.023 1.7243 -1.0800 -0.4115 0.1674
H -1.627 2.958 2.635 -1.3718 -1.8709 -1.2978 0.2357
H -2.146 0.078 1.787 -0.4558 -0.1686 -0.4217 0.3837
H -1.418 1.836 -1.307 -1.0693 2.4551 0.1506 0.5095
H 3.629 -0.736 0.752 0.4076 -1.4689 1.4407 0.3047
H 1.029 1.184 -1.059 -1.0147 -1.7236 0.3266 0.1731
H -0.361 -4.126 -0.884 0.2916 1.7200 -1.0182 0.3275